# 1
Density functional theory data (the ωB97M-V functional and the def2-TZVPD basis) for C14H32IInNO5V as an isolated structure in a non-equilibrium geometry.

Each line ends with the Löwdin charge.
Positions of all 55 atoms, in Å:
I  -0.70  -2.22  -1.19  0.295
In  0.61  -1.29  1.04  0.489
V  3.28  -4.10  2.09  1.143
O  2.34  -5.41  2.45  -0.394
O  4.76  -3.39  1.86  -0.433
O  0.36  -2.67  2.55  -0.334
O  -3.09  2.26  -3.52  -0.186
O  2.04  -0.11  -1.43  -0.121
N  3.25  2.17  -0.01  0.025
C  -0.38  0.64  1.61  -0.197
C  -1.02  2.81  0.46  -0.198
C  -0.65  1.34  0.30  -0.348
C  4.00  0.99  -0.49  -0.226
C  -2.07  -4.32  4.03  -0.110
C  -1.77  2.09  -3.99  -0.236
C  -0.73  3.36  -2.03  -0.181
C  -1.65  3.38  -0.81  -0.198
C  -0.32  -3.88  2.24  -0.389
C  3.16  -0.28  -0.57  -0.449
C  -1.80  -3.77  2.63  -0.232
C  -3.60  1.09  -2.91  -0.106
C  2.78  -0.77  0.83  -0.157
C  -0.70  2.10  -2.91  -0.183
H  -1.42  -3.82  4.75  0.076
H  -1.84  -5.39  4.07  0.073
H  0.26  2.08  -3.44  0.114
H  -4.63  1.31  -2.62  0.091
H  2.91  0.03  1.55  0.054
H  4.37  1.20  -1.50  0.114
H  -3.05  0.83  -2.00  0.063
H  3.43  -1.59  1.13  -0.011
H  -0.14  3.41  0.70  0.112
H  -2.40  -4.32  1.91  0.109
H  0.26  1.28  -0.31  0.059
H  4.84  0.80  0.17  0.122
H  -2.60  2.87  -1.01  0.101
H  0.28  3.62  -1.70  0.107
H  -2.11  -2.72  2.61  0.104
H  3.81  -1.04  -1.02  0.139
H  -1.40  0.79  -0.27  0.063
H  -1.75  2.89  1.27  0.113
H  -3.57  0.24  -3.59  0.091
H  -1.27  0.33  2.14  0.051
H  0.30  1.19  2.25  0.053
H  2.26  1.99  0.03  0.042
H  -1.57  2.89  -4.71  0.122
H  0.12  -4.67  2.85  0.080
H  -1.04  4.18  -2.68  0.111
H  -0.23  -4.18  1.20  0.052
H  -1.91  4.42  -0.61  0.109
H  3.53  2.40  0.93  0.068
H  -0.74  1.17  -2.35  0.074
H  -3.09  -4.15  4.34  0.069
H  -1.70  1.15  -4.55  0.120
H  2.00  0.80  -1.75  0.079

Properties
Energy relative to the best compared isomer or geometry (same formula, charge and spin): 0.0 kcal/mol
Highest occupied orbital energy: -0.2991 Ha
Net charge: 0
Calculated total energy: -2415.17038 a.u.
M: 587.08 g/mol
Gap between HOMO and LUMO: 3.319 eV



# 2
Density functional theory data (the ωB97M-V functional and the def2-TZVPD basis) for a 2-piece molecular cluster, C6H16 overall.

Each line ends with the Löwdin charge.
Positions of all 22 atoms, in Å:
C  -1.16  -0.55  -0.22  -0.511
C  -1.66  -1.53  -1.29  -0.090
C  2.27  1.10  0.88  -0.170
C  3.49  0.92  -0.02  -0.167
C  -1.65  -0.94  1.16  -0.096
C  -1.54  0.88  -0.57  -0.098
H  3.53  1.66  -0.82  0.061
H  -2.75  -1.61  -1.25  0.078
H  2.17  0.27  1.57  0.065
H  3.51  -0.08  -0.45  0.060
H  -2.73  -0.90  1.29  0.080
H  -1.00  1.24  -1.44  0.074
H  -1.40  -1.17  -2.28  0.073
H  -2.61  0.98  -0.77  0.079
H  -0.07  -0.62  -0.22  0.109
H  -1.30  1.54  0.27  0.070
H  1.35  1.13  0.29  0.038
H  -1.22  -2.51  -1.15  0.073
H  4.40  1.05  0.58  0.061
H  -1.31  -1.95  1.42  0.076
H  -1.21  -0.28  1.91  0.073
H  2.31  2.04  1.43  0.063

Properties
Energy relative to the best compared isomer or geometry (same formula, charge and spin): 1.2 kcal/mol
Highest occupied orbital energy: -0.4142 Ha
Net charge: 0
Calculated total energy: -238.19464 a.u.
SMILES: CC(C)C.CC
M: 88.19 g/mol
Gap between HOMO and LUMO: 12.316 eV



# 3
Density functional theory data (the ωB97M-V functional and the def2-TZVPD basis) for an isolated molecule of C4H8N2O.

Each line ends with the Löwdin charge.
Positions of all 15 atoms, in Å:
O  1.47  -1.35  -1.27  0.124
N  -0.64  1.58  0.22  0.055
N  2.24  0.30  0.29  0.102
C  -0.19  0.15  0.03  -0.421
C  1.50  -0.46  -0.47  -0.515
C  -0.70  0.99  -1.09  -0.138
C  -1.05  -0.97  0.56  -0.041
H  -2.12  -0.76  0.42  0.083
H  -0.82  -1.90  0.02  0.084
H  -1.67  0.69  -1.49  0.118
H  -0.01  1.40  -1.81  0.115
H  0.91  0.50  0.64  0.166
H  3.25  0.16  0.24  0.084
H  -0.87  -1.14  1.62  0.085
H  -1.56  1.55  0.67  0.098

Properties
Energy relative to the best compared isomer or geometry (same formula, charge and spin): 116.3 kcal/mol
Highest occupied orbital energy: -0.3584 Ha
Net charge: 0
Calculated total energy: -341.81837 a.u.
M: 100.12 g/mol
Gap between HOMO and LUMO: 10.726 eV



# 4
Density functional theory data (the ωB97M-V functional and the def2-TZVPD basis) for an isolated molecule of C4H6OS in a non-equilibrium geometry.

Each line ends with the Löwdin charge.
Positions of all 12 atoms, in Å:
S  -2.03  -0.91  -0.22  0.784
O  -1.24  1.97  -0.40  0.040
C  -0.55  1.35  0.38  -0.321
C  0.66  -0.79  0.31  -0.215
C  -0.67  -0.14  0.62  -0.691
C  1.55  -0.28  -0.57  0.009
H  0.29  1.80  1.01  0.147
H  0.77  -1.78  0.73  0.093
H  -1.71  -0.59  -1.49  -0.107
H  2.40  -0.96  -0.87  0.077
H  -0.88  -0.29  1.70  0.112
H  1.40  0.62  -1.19  0.071

Properties
Energy relative to the best compared isomer or geometry (same formula, charge and spin): 36.6 kcal/mol
Highest occupied orbital energy: -0.3402 Ha
Net charge: 0
Calculated total energy: -629.38884 a.u.
SMILES: C=C[C@H](S)C=O
M: 102.16 g/mol
Gap between HOMO and LUMO: 10.058 eV